<w>
A structure of composition C4H11N2O. Source: the Open Molecules 2025 dataset; level of theory: ωB97M-V/def2-TZVPD.

As for the spin multiplicity: 2. The value obtained for the highest occupied orbital energy (spin up / spin down) is -8.916 / -8.918 eV. As for the expectation value of S²: 0.755.

Structure (XYZ):
```
18
Properties=species:S:1:pos:R:3:mulliken_spin:R:1
N 1.71117 -0.63342 1.51118 0.000
C 1.25322 0.66706 0.94147 -0.003
C 1.38658 0.69723 -0.56984 0.002
N 2.16370 -0.10875 -1.43669 0.000
C -1.69080 -1.26088 -0.58238 0.160
C -1.94997 0.39728 -0.52905 -0.010
O -2.63887 0.52691 0.60544 0.834
H 1.30015 -1.46766 0.96858 -0.001
H 2.82272 -0.64334 1.19719 0.000
H 0.20458 0.88296 1.17354 0.000
H 1.83646 1.44156 1.34113 0.000
H 0.84328 1.57957 -0.99723 -0.003
H 1.19118 -0.49834 -0.87928 0.000
H -0.77252 -1.38830 -0.02240 0.000
H -2.45686 -1.82751 -0.11272 -0.007
H -1.45818 -1.68484 -1.57271 0.009
H -0.96705 0.80343 -0.60970 -0.002
H -2.55108 0.77831 -1.41253 0.018
```

***

<x>
An isolated molecule of C4H11N2O. Source: the Open Molecules 2025 dataset; level of theory: ωB97M-V/def2-TZVPD.

As for the spin multiplicity: 2. The value obtained for the highest occupied orbital energy (spin up / spin down) is -4.518 / -7.936 eV. As for the expectation value of S²: 0.754.

Structure (XYZ):
```
18
Properties=species:S:1:pos:R:3:mulliken_spin:R:1
N -0.64222 0.46931 -1.04796 0.001
C 0.13209 0.23692 0.19506 -0.032
C 1.42025 -0.48240 -0.16639 0.020
C 2.02896 0.04622 -1.47174 0.703
O 1.66151 1.20540 -1.99311 0.223
C -0.75953 -0.47764 1.21369 0.009
N -1.99147 0.29671 1.44547 -0.001
H 0.07528 1.02160 -1.69030 0.007
H -0.88784 -0.40130 -1.49699 0.002
H -1.49880 0.95694 -0.82656 -0.001
H 0.27144 1.23302 0.59310 0.000
H 1.16981 -1.54000 -0.32709 0.021
H 2.07447 -0.53038 0.73846 0.031
H 2.91062 -0.49906 -1.80248 0.020
H -0.14187 -0.60754 2.09395 -0.003
H -1.03923 -1.42948 0.80109 -0.001
H -2.79488 -0.29730 1.42537 0.000
H -1.98861 0.79898 2.31644 0.000
```

***

<y>
An isolated molecule of C4H11N2O. Source: the Open Molecules 2025 dataset; level of theory: ωB97M-V/def2-TZVPD.

As for the spin multiplicity: 2. The value obtained for the highest occupied orbital energy (spin up / spin down) is -4.020 / -7.448 eV. As for the expectation value of S²: 0.754.

Structure (XYZ):
```
18
Properties=species:S:1:pos:R:3:mulliken_spin:R:1
N 0.51534 -1.13963 -1.27484 0.018
C -0.68889 -1.29240 -0.37403 -0.002
C -0.12701 -1.31890 1.04174 0.003
N 0.49964 -0.06394 1.23658 0.002
C -0.19522 1.19013 1.11291 -0.095
C -0.23116 1.65366 -0.32362 0.754
O 0.25924 0.95769 -1.31135 0.215
H 0.74184 -2.00243 -1.78044 -0.001
H 1.34280 -0.96830 -0.69700 0.000
H 0.31249 -0.42852 -1.98758 0.000
H -1.35730 -0.45447 -0.57980 -0.012
H -1.23508 -2.19286 -0.63030 0.006
H 0.57675 -2.14775 1.12063 -0.002
H -0.95628 -1.52564 1.73073 -0.004
H 1.09120 -0.14634 2.05076 0.002
H -1.27156 1.08225 1.41608 0.049
H 0.13487 1.90085 1.86774 0.038
H -0.51898 2.68341 -0.59668 0.030
```

***

Most stable structure: <x>

***

<w>
An isolated molecule of C4H3NOS2. Source: the Open Molecules 2025 dataset; level of theory: ωB97M-V/def2-TZVPD.

The value obtained for the highest occupied orbital energy is -8.516 eV. Its SMILES is S=C1C=NO/C1=C\S.

Structure (XYZ):
```
11
Properties=species:S:1:pos:R:3:lowdin_charge:R:1
S 0.19025 2.13026 1.46378 0.708
C -0.38821 1.05497 0.33869 -0.679
C -1.81889 0.86761 0.01913 -0.111
N -1.94713 -0.29432 -0.48609 0.110
O -0.68524 -0.85501 -0.76900 -0.047
C 0.26271 -0.12515 -0.12479 -0.470
C 1.57856 -0.26268 0.04896 -0.461
S 2.33790 -1.74730 -0.50008 0.735
H -2.74578 1.27123 0.21916 0.103
H 2.23939 0.56757 0.23935 0.065
H 0.97645 -2.60718 -0.44912 0.048
```

***

<x>
An isolated molecule of C4H3NOS2. Source: the Open Molecules 2025 dataset; level of theory: ωB97M-V/def2-TZVPD.

The value obtained for the highest occupied orbital energy is -8.673 eV. Its SMILES is S=C1C=NO/C1=C\S.

Structure (XYZ):
```
11
Properties=species:S:1:pos:R:3:lowdin_charge:R:1
S 0.83611 2.66819 -0.48846 0.592
C 0.59375 1.12304 0.27093 -0.588
C 0.67710 0.74511 1.73584 -0.120
N 0.51595 -0.50118 1.90569 0.059
O 0.18118 -1.08591 0.77939 -0.068
C 0.09958 -0.21675 -0.30992 -0.345
C -0.63917 -0.32056 -1.40888 -0.498
S -1.28237 -1.74863 -2.09177 0.805
H 0.87584 1.29847 2.57852 0.090
H -0.87531 0.66476 -1.97768 0.115
H -0.98266 -2.62654 -0.99365 -0.043
```

***

Most stable structure: <x>

***

<w>
A cluster of 2 separate species, Br2H2NOP in total. Source: the Open Molecules 2025 dataset; level of theory: ωB97M-V/def2-TZVPD.

The value obtained for the highest occupied orbital energy (spin up / spin down) is -10.511 / -8.619 eV.

Structure (XYZ):
```
7
Properties=species:S:1:pos:R:3:lowdin_charge:R:1
N 0.07052 -1.73591 0.29434 -0.188
O -2.03685 -0.11534 -0.22473 -0.436
P -1.52728 -1.25025 0.50129 0.163
Br -2.54217 -2.97480 -0.15626 0.370
Br 3.64557 -0.41973 0.14864 0.049
H 0.55354 -2.37430 0.95958 0.072
H 0.53134 -1.02816 -0.19942 -0.030
```

***

<x>
A cluster of 2 separate species, Br2H2NOP in total. Source: the Open Molecules 2025 dataset; level of theory: ωB97M-V/def2-TZVPD.

The value obtained for the highest occupied orbital energy (spin up / spin down) is -10.915 / -9.768 eV.

Structure (XYZ):
```
7
Properties=species:S:1:pos:R:3:lowdin_charge:R:1
N 1.86373 0.32818 0.93626 0.082
O -1.41255 -1.19117 0.42671 -0.497
P -0.88102 -0.37200 -0.64435 0.064
Br -1.92266 1.61762 -1.07478 0.206
Br -1.12164 -1.59647 -2.59277 0.204
H 2.06421 -0.01439 1.86758 -0.026
H 1.40993 1.22822 1.08135 -0.034
```

***

Most stable structure: <w>

***

<w>
An isolated molecule of Br2H2NOP. Source: the Open Molecules 2025 dataset; level of theory: ωB97M-V/def2-TZVPD.

The value obtained for the highest occupied orbital energy is -10.711 eV. Its SMILES is NP(=O)(Br)Br.

Structure (XYZ):
```
7
Properties=species:S:1:pos:R:3:lowdin_charge:R:1
N 0.72237 -0.86811 0.00457 -0.142
P -0.36684 0.35472 0.24699 -0.086
O -0.67824 0.52886 1.64035 -0.410
Br 0.53454 2.22557 -0.73292 0.278
Br -2.40009 0.10886 -0.95940 0.210
H 1.05423 -0.86095 -0.94807 0.038
H 1.13403 -1.48895 0.74848 0.111
```

***

<x>
An isolated molecule of Br2H2NOP. Source: the Open Molecules 2025 dataset; level of theory: ωB97M-V/def2-TZVPD.

The value obtained for the highest occupied orbital energy is -10.770 eV. Its SMILES is NP(=O)(Br)Br.

Structure (XYZ):
```
7
Properties=species:S:1:pos:R:3:lowdin_charge:R:1
N 0.94738 -0.00015 0.51010 -0.179
P -0.47877 -0.00001 -0.34992 -0.263
O -0.44284 -0.00004 -1.80653 -0.417
Br -1.50166 -1.74225 0.48228 0.379
Br -1.50122 1.74249 0.48225 0.379
H 1.48843 0.83500 0.34119 0.050
H 1.48867 -0.83503 0.34063 0.050
```

***

Most stable structure: <x>

***

<w>
A cluster of 15 separate species, H30O15 in total. Source: the Open Molecules 2025 dataset; level of theory: ωB97M-V/def2-TZVPD.

The value obtained for the highest occupied orbital energy is -9.591 eV.

Structure (XYZ):
```
45
Properties=species:S:1:pos:R:3:lowdin_charge:R:1
H 0.09405 0.27488 -0.68105 0.045
H -0.70095 0.05921 0.59625 0.037
H -1.51666 -4.13398 -3.46080 0.046
H -1.74662 -3.22115 -2.26752 0.031
H -3.12864 3.26053 1.85878 0.035
H -2.28925 4.41064 1.32708 0.031
H 1.63700 -0.72340 3.37364 0.032
H 1.50658 -1.23286 4.79964 0.044
H 4.81806 -2.33865 -1.35942 0.029
H 4.50467 -1.20535 -0.39637 -0.009
H -3.56320 -1.86892 1.32976 -0.020
H -2.46796 -2.92228 1.29941 0.033
H -5.14478 0.00774 -1.58238 0.031
H -4.57546 1.34227 -1.12970 0.031
H 2.28237 1.50555 -1.84917 0.032
H 3.42304 2.44453 -1.49247 0.022
H 0.95946 3.71302 -0.80552 0.024
H 1.16881 4.47127 -2.10601 0.054
H 0.32721 -3.81737 0.37779 0.039
H -1.14946 -3.74661 0.02498 -0.009
H 0.29486 -1.89500 -0.49648 0.014
H 0.53027 -2.12269 -1.98066 0.030
H 4.32934 0.67296 0.51166 0.002
H 4.49246 1.33664 -0.84590 0.047
H -1.65594 3.45894 -1.34177 0.060
H -0.99369 3.02068 -0.04585 0.037
H 4.87898 -0.27816 2.81906 0.061
H 3.50256 0.36026 2.90800 0.028
H -4.90460 -0.44726 0.95135 0.035
H -5.85662 -1.41886 1.62937 0.069
O 0.16895 -0.08867 0.20845 -0.085
O -1.05189 -3.55491 -2.84626 -0.048
O -3.12805 3.95574 1.19119 -0.084
O 1.64923 -0.42690 4.29066 -0.053
O 4.11876 -1.99494 -0.79212 -0.069
O -2.82733 -2.18485 0.79341 -0.065
O -5.36250 0.94450 -1.51871 -0.048
O 3.13637 1.81913 -2.16752 -0.097
O 1.47912 3.70073 -1.61717 -0.047
O -0.41603 -4.36688 0.10460 -0.041
O 0.75038 -1.52211 -1.25966 -0.079
O 3.92620 0.72470 -0.36229 -0.084
O -1.56990 3.70067 -0.41271 -0.068
O 4.29514 0.33620 2.36006 -0.036
O -5.05044 -0.91323 1.78237 -0.037
```

***

<x>
A cluster of 15 separate species, H30O15 in total. Source: the Open Molecules 2025 dataset; level of theory: ωB97M-V/def2-TZVPD.

The value obtained for the highest occupied orbital energy is -8.639 eV.

Structure (XYZ):
```
45
Properties=species:S:1:pos:R:3:lowdin_charge:R:1
H 0.60438 -0.42945 1.07037 0.035
H -0.58505 -0.98888 0.52109 0.006
H -3.16718 2.44986 -1.75846 -0.043
H -2.22191 3.17145 -0.61899 0.048
H -2.30758 -3.19955 -1.07299 0.055
H -1.73020 -4.38680 -0.32537 0.021
H -0.23010 3.07507 1.56986 -0.009
H -0.37646 4.68927 1.35539 0.080
H -1.08948 -0.79549 -1.23530 0.060
H -0.22896 0.12090 -2.17193 -0.016
H 3.76009 0.17956 -0.78456 -0.001
H 5.17128 -0.25768 -0.52870 0.105
H -3.93867 -0.18960 -2.27920 0.034
H -5.02585 0.65985 -1.67671 0.071
H -3.73550 -0.63307 1.49240 -0.011
H -4.67188 -0.98055 0.33069 0.083
H 1.05077 -2.39293 -1.78564 0.006
H 2.04611 -2.33496 -2.94307 0.079
H -2.51428 -1.56346 2.61378 0.004
H -2.25839 -3.05093 2.43109 0.037
H 1.65939 3.97577 -1.25361 0.027
H 1.77784 2.70878 -2.21901 0.048
H 1.77227 -0.39639 -0.61393 0.017
H 2.13988 0.35898 -1.79010 0.012
H 2.78696 -0.11833 1.77633 -0.024
H 3.22723 1.25167 1.86041 0.069
H 4.35028 -1.78684 0.35667 0.085
H 3.28428 -1.91588 -0.70830 -0.008
H 0.80359 1.07413 2.40647 0.058
H -0.36970 0.57625 3.32976 0.020
O 0.10574 -0.46112 0.24811 -0.050
O -3.09387 3.12013 -1.11213 -0.076
O -1.76820 -4.03926 -1.21701 -0.065
O -0.77331 3.83508 1.69620 -0.057
O -0.53643 -0.72313 -2.06687 -0.038
O 4.28167 -0.16604 -0.08035 -0.133
O -4.13138 0.73217 -2.08303 -0.058
O -4.56746 -0.30912 1.11165 -0.081
O 1.93216 -2.21957 -1.99168 -0.013
O -2.77295 -2.42340 2.94888 -0.028
O 2.28064 3.45336 -1.78114 -0.078
O 2.04027 0.49744 -0.88972 -0.048
O 3.25120 0.41737 2.41256 -0.061
O 3.35554 -1.88537 0.24504 -0.131
O 0.39848 0.31260 2.89093 -0.031
```

***

<y>
A structure of composition H30O15. Source: the Open Molecules 2025 dataset; level of theory: ωB97M-V/def2-TZVPD.

The value obtained for the highest occupied orbital energy is -8.745 eV.

Structure (XYZ):
```
45
Properties=species:S:1:pos:R:3:lowdin_charge:R:1
O -2.31636 -0.14642 3.15313 -0.039
H -1.62736 -0.51142 2.56013 0.046
H -1.96136 -0.45942 3.92313 -0.009
O 2.80564 2.11558 -1.28387 -0.143
H 2.54364 1.23958 -1.63487 -0.047
H 1.95264 2.19558 -0.70287 -0.040
O -1.47036 2.29258 2.34713 -0.103
H -1.69736 1.54858 3.17413 0.132
H -1.05336 1.78958 1.76513 -0.137
O 2.94164 -1.40942 -1.05487 -0.032
H 2.51164 -0.96242 -1.70687 -0.064
H 3.32064 -0.62642 -0.59487 0.066
O -0.19036 0.84358 0.30713 0.018
H 0.38564 -0.01342 0.14113 0.148
H -0.86836 0.57958 -0.30687 0.030
O 1.93864 -1.03342 1.37113 -0.124
H 1.55864 -1.61042 0.71313 -0.053
H 2.87964 -1.43342 1.63713 0.152
O 0.58364 -2.93142 0.22613 -0.120
H 1.37664 -3.37642 -0.17687 0.075
H -0.03036 -2.54442 -0.49087 -0.072
O -2.99936 -1.71442 0.45713 -0.007
H -3.92036 -1.94942 0.58813 0.092
H -2.91936 -0.91142 -0.05487 0.007
O 1.56564 0.49458 -2.80187 -0.139
H 0.46164 0.52158 -2.98087 0.108
H 1.87564 0.51058 -3.74487 0.090
O 0.60164 2.60558 -0.56787 -0.073
H -0.05536 2.68758 -1.33587 0.136
H 0.45564 1.69658 -0.33287 -0.160
O -1.08336 -2.10142 -1.19287 -0.046
H -1.77936 -1.89842 -0.48187 0.031
H -1.40436 -2.89142 -1.72787 0.141
O -1.12236 0.23458 -3.46487 -0.063
H -1.81436 0.20558 -4.15887 0.098
H -1.00136 -0.62242 -3.00787 0.049
O -2.63836 0.82058 -1.12487 -0.114
H -3.62536 1.01158 -0.90387 0.124
H -2.80236 0.51958 -2.11887 0.100
O 2.13564 2.47258 1.81113 0.028
H 1.60864 2.41958 0.96313 0.028
H 2.47164 1.71458 1.98113 -0.096
O 0.56464 -0.11242 3.59513 -0.039
H 0.84264 -0.56042 4.33713 -0.011
H 0.99864 -0.69942 2.90213 0.033
```

***

<z>
A cluster of 15 separate species, H30O15 in total. Source: the Open Molecules 2025 dataset; level of theory: ωB97M-V/def2-TZVPD.

The value obtained for the highest occupied orbital energy is -10.884 eV.

Structure (XYZ):
```
45
Properties=species:S:1:pos:R:3:lowdin_charge:R:1
O 4.45669 -0.24166 -0.92320 -0.075
H 3.67739 -0.11550 -0.33414 0.048
H 4.89624 -1.08977 -0.71340 0.077
O -0.75164 4.44319 -0.37153 -0.048
H -0.83957 3.92875 0.36649 -0.065
H -0.56288 3.83001 -1.17922 0.101
O -2.44411 -2.81961 1.68083 0.018
H -1.99893 -3.51969 1.46982 -0.056
H -3.41539 -2.89632 1.56460 0.081
O 2.26111 -2.10774 3.50552 -0.045
H 2.19213 -1.98847 2.54833 0.031
H 3.04865 -1.81778 3.87460 0.003
O 0.12126 2.25383 2.59163 -0.042
H -0.46211 2.59479 3.28437 0.053
H -0.01718 1.34205 2.42322 -0.042
O -4.40653 0.77217 -2.59604 -0.119
H -4.50887 0.73694 -1.63062 0.003
H -3.72558 1.50501 -2.89627 0.097
O 0.29635 0.53368 -1.27769 -0.018
H 1.15199 0.96339 -1.20436 0.034
H -0.39622 1.01372 -1.61966 -0.007
O -2.70764 2.45790 -0.23920 -0.039
H -2.07545 2.68094 0.44815 0.015
H -3.41005 2.48393 0.40994 0.058
O 0.16165 -0.98666 1.00375 -0.159
H 0.65473 -0.04331 0.90129 0.103
H -0.80316 -1.06361 1.31080 0.047
O 3.08480 -0.28134 2.10145 0.050
H 3.85894 0.26727 2.06900 0.073
H 2.60929 -0.05211 2.73495 -0.095
O -3.18281 -0.65211 0.14107 -0.043
H -2.71892 0.21000 0.11595 0.018
H -2.54284 -1.16288 -0.30057 -0.002
O 2.86410 0.73649 -2.68959 -0.152
H 3.69771 1.05021 -2.19366 0.067
H 3.17584 -0.20610 -2.81801 0.013
O 2.22179 -1.64766 -3.03926 -0.105
H 1.74129 -0.98866 -2.49796 0.013
H 1.77117 -1.54579 -3.96554 0.123
O -0.03274 -0.53744 3.44518 -0.151
H 0.00392 -1.40228 2.93368 0.035
H -0.00858 -0.95510 4.40000 0.114
O -2.01638 -1.93779 -3.69830 0.036
H -1.54461 -1.46582 -3.10227 -0.036
H -2.85627 -2.17574 -3.47647 -0.010
```

***

Most stable structure: <w>